Record 1
{"formula": "C36H36N3O4S2Ti", "method": "ωB97M-V/def2-TZVPD", "elements": ["Ti", "C", "O", "C", "C", "C", "C", "C", "C", "N", "N", "C", "C", "O", "C", "C", "C", "C", "C", "C", "C", "C", "H", "H", "H", "H", "H", "H", "H", "H", "H", "H", "H", "H", "H", "O", "S", "C", "C", "C", "C", "S", "O", "C", "C", "C", "C", "C", "C", "C", "C", "C", "C", "C", "C", "H", "H", "H", "H", "H", "H", "H", "H", "H", "H", "H", "H", "H", "H", "H", "H", "H", "H", "C", "C", "C", "N", "H", "H", "H", "H", "H"], "xyz": [[-16.38665, -8.38391, 8.58925], [-14.85497, -9.56881, 6.06736], [-15.72736, -9.87181, 7.09968], [-16.35442, -11.11287, 7.18422], [-16.09261, -12.19681, 6.36678], [-16.85641, -13.37078, 6.52818], [-17.80117, -13.40107, 7.55540], [-18.11232, -12.29171, 8.30674], [-17.38466, -11.11596, 8.14106], [-17.72886, -9.89087, 8.75056], [-18.92981, -9.79043, 9.46963], [-19.38378, -8.51926, 9.56672], [-18.94557, -7.36125, 8.82391], [-17.82254, -7.32463, 8.08838], [-19.59019, -6.10479, 8.90104], [-20.73260, -6.03449, 9.61985], [-21.25499, -7.13505, 10.32070], [-22.41747, -7.03077, 11.10856], [-22.83447, -8.01569, 11.94005], [-22.15455, -9.21263, 12.00150], [-21.05643, -9.42282, 11.20034], [-20.56968, -8.38863, 10.41383], [-13.97388, -10.24969, 6.16618], [-14.63631, -8.47211, 6.20036], [-15.36142, -9.67546, 5.04984], [-15.20526, -12.25344, 5.70959], [-16.70162, -14.20710, 5.88182], [-18.42711, -14.25028, 7.78323], [-18.83904, -12.29705, 9.09145], [-19.15058, -5.29270, 8.36000], [-21.33564, -5.12227, 9.69315], [-23.04247, -6.12783, 11.01661], [-23.84639, -7.95813, 12.41030], [-22.61873, -9.99753, 12.63549], [-20.55810, -10.34386, 11.21555], [-14.62507, -7.29816, 8.10720], [-13.09528, -7.17544, 8.32432], [-12.93649, -5.53687, 9.10445], [-14.15448, -5.02978, 9.81948], [-14.31312, -5.75428, 11.13713], [-15.59431, -5.38136, 11.80471], [-16.94052, -6.07217, 10.78802], [-16.37392, -7.45332, 10.39739], [-18.10775, -6.29664, 12.08578], [-19.03474, -5.31589, 12.24997], [-19.99009, -5.47172, 13.27797], [-19.96533, -6.63011, 14.07369], [-19.01842, -7.64755, 13.76460], [-17.99829, -7.49264, 12.85638], [-12.43087, -6.89869, 6.69703], [-13.17032, -6.04960, 5.89180], [-12.76596, -5.82770, 4.55873], [-11.67196, -6.49089, 4.05027], [-10.92668, -7.38579, 4.89685], [-11.38651, -7.62119, 6.18194], [-12.65021, -4.88341, 8.33092], [-12.00452, -5.71603, 9.71328], [-15.07098, -5.08259, 9.17029], [-14.02705, -3.96840, 9.92293], [-13.54681, -5.59437, 11.85886], [-14.32278, -6.87633, 10.94060], [-15.74139, -4.27547, 11.82814], [-15.64082, -5.76021, 12.82508], [-18.96010, -4.44410, 11.66734], [-20.70945, -4.71431, 13.51367], [-20.70033, -6.94111, 14.83021], [-19.10195, -8.56938, 14.26133], [-17.27113, -8.27916, 12.64890], [-14.12771, -5.57311, 6.28434], [-13.36711, -5.14208, 3.92445], [-11.33626, -6.21171, 3.06357], [-9.99431, -7.85918, 4.58972], [-10.88451, -8.28676, 6.88042], [-14.78968, -13.18396, 11.20870], [-14.13232, -12.24883, 10.10954], [-14.77526, -10.94543, 9.94460], [-15.05795, -9.85523, 9.76185], [-14.15826, -14.02959, 11.43795], [-15.71199, -13.53911, 10.80198], [-14.99335, -12.60346, 12.07127], [-14.14559, -12.77690, 9.14127], [-13.08782, -12.02202, 10.36858]], "forces_ev_per_a": [[0.286, -0.610, -0.272], [0.554, 0.546, -1.854], [-1.092, 0.323, 0.951], [-0.284, 0.160, 0.078], [0.650, -0.774, 0.037], [-0.022, 0.954, 0.882], [-0.541, -0.293, -0.414], [1.048, 0.529, 0.317], [-1.342, 0.889, 0.278], [-0.440, -0.161, 0.120], [2.164, -0.265, -1.187], [-0.382, 0.051, -0.246], [0.219, -0.032, 0.509], [0.236, -0.561, -0.301], [-0.422, -1.253, 0.331], [-1.059, 1.141, -0.096], [-0.005, -1.480, 1.573], [-0.524, 1.604, -0.547], [-1.999, 0.083, 0.256], [-0.303, -1.374, 0.398], [-0.655, 0.620, 0.844], [0.579, 1.712, -1.654], [-0.332, 0.829, -0.451], [0.234, -1.420, -0.287], [0.689, -0.165, 1.237], [-0.813, 0.431, 0.153], [0.179, -0.395, -0.146], [0.215, -0.477, -0.408], [-0.508, -0.134, 0.097], [0.044, 0.340, -0.191], [0.403, -0.149, -0.158], [0.430, -0.325, 0.053], [1.141, 0.216, -0.135], [0.764, 0.362, -0.547], [0.666, -1.117, -0.072], [0.968, -0.014, -0.041], [-1.348, -0.673, 0.285], [1.513, -0.856, 0.060], [-0.190, -0.514, -0.330], [-0.656, -1.411, -0.580], [-0.430, 0.506, 0.180], [0.350, 0.046, -0.201], [-0.549, 0.690, 1.010], [1.341, -2.003, 0.118], [-0.854, -0.701, 1.700], [0.543, -0.916, 0.901], [0.509, -0.836, -1.407], [-0.195, 1.102, 0.245], [-1.159, 1.275, -0.835], [-1.666, 0.728, -0.279], [-1.129, 1.059, -0.488], [-1.303, 0.256, 0.560], [1.407, -0.618, 1.217], [-0.793, 0.801, -0.847], [1.107, -0.241, 0.641], [0.346, 0.889, -1.063], [-1.075, 0.538, -0.075], [0.845, -0.436, 0.496], [0.231, 0.641, 0.457], [1.061, 0.428, 0.208], [0.021, 1.297, 0.295], [-0.032, -0.737, -0.013], [-0.248, -0.106, -0.072], [-0.306, 0.973, -0.761], [-0.250, 0.380, -0.196], [0.189, 0.854, -0.411], [-0.041, -1.018, 0.815], [-0.223, 0.370, -0.069], [1.485, -0.570, -0.539], [0.589, -0.568, 0.507], [0.153, -0.373, -0.149], [-0.423, 0.082, -0.232], [0.221, -0.097, -0.376], [0.617, 0.953, -1.654], [-0.149, -1.090, 0.654], [0.906, -0.783, 0.051], [-0.413, 0.611, 0.017], [0.263, -0.038, 0.008], [-0.667, -0.309, -0.118], [-0.120, 0.368, 0.993], [0.018, 0.359, 0.271], [-0.242, -0.103, -0.101]], "lowdin_charge": [1.012, -0.065, -0.239, -0.227, -0.022, -0.074, -0.090, -0.023, -0.218, -0.108, 0.113, -0.170, -0.315, -0.207, -0.041, -0.054, -0.173, -0.052, -0.113, -0.085, -0.030, -0.100, 0.118, 0.080, 0.136, 0.122, 0.095, 0.105, 0.103, 0.119, 0.125, 0.122, 0.123, 0.119, 0.089, -0.617, 1.077, -0.300, -0.238, -0.265, -0.287, 1.090, -0.592, -0.404, -0.088, -0.038, -0.033, -0.068, -0.041, -0.428, -0.082, -0.063, -0.043, -0.032, -0.096, 0.072, 0.124, 0.123, 0.124, 0.119, 0.123, 0.125, 0.108, 0.104, 0.105, 0.118, 0.094, 0.123, 0.146, 0.127, 0.109, 0.114, 0.115, -0.048, -0.161, -0.122, 0.179, 0.077, 0.064, 0.063, 0.124, 0.124], "energy_ha": -3504.27757, "charge": 1, "gap_ha": [0.2013, 0.2468], "spin_multiplicity": 3, "homo_energy_ev": [-8.0000, -9.2321]}

***

Record 2
{"formula": "C36H36N8O2SY", "method": "ωB97M-V/def2-TZVPD", "elements": ["Y", "C", "C", "O", "C", "C", "C", "N", "N", "C", "O", "C", "C", "C", "C", "C", "C", "H", "H", "H", "H", "H", "H", "H", "H", "H", "H", "H", "H", "C", "N", "C", "C", "C", "C", "C", "C", "C", "C", "H", "H", "H", "H", "H", "H", "H", "H", "H", "H", "H", "H", "S", "C", "C", "C", "C", "C", "C", "N", "C", "C", "C", "C", "C", "C", "C", "H", "H", "H", "H", "H", "H", "H", "H", "N", "C", "N", "N", "C", "N", "H", "H", "H", "H"], "xyz": [[0.28105, -0.46052, 0.33609], [-2.31753, -4.40503, 0.32956], [-1.42959, -3.35146, -0.30106], [-1.15885, -2.35329, 0.43364], [-1.01317, -3.53278, -1.61058], [-0.30903, -2.57278, -2.40697], [-0.05930, -2.96320, -3.84279], [0.08481, -1.41230, -1.95629], [0.60787, -0.58224, -2.97153], [1.23739, 0.45244, -2.49658], [1.51427, 0.72878, -1.27439], [1.58919, 1.48120, -3.53305], [1.88712, 1.14021, -4.84848], [2.19534, 2.12599, -5.77480], [2.19913, 3.46528, -5.39909], [1.89970, 3.80918, -4.08728], [1.60713, 2.81973, -3.15674], [-2.24804, -4.32759, 1.41359], [-2.03909, -5.41072, 0.01006], [-3.35724, -4.23377, 0.03888], [-1.30894, -4.44958, -2.10347], [-0.59393, -3.88203, -4.07968], [1.01011, -3.11814, -4.01045], [-0.35694, -2.16239, -4.51710], [1.86153, 0.09529, -5.12953], [2.43380, 1.85027, -6.79545], [2.44471, 4.23412, -6.12203], [1.89799, 4.84983, -3.78539], [1.39106, 3.06501, -2.12378], [2.03074, -3.51629, 0.20793], [2.47291, -2.14224, -0.00751], [3.14538, -2.00669, -1.29063], [3.36803, -1.72818, 1.07656], [2.65257, -1.60150, 2.40506], [3.36632, -1.79132, 3.58859], [2.75311, -1.56517, 4.81445], [1.42076, -1.15922, 4.83679], [0.73156, -1.00744, 3.63789], [1.30809, -1.22248, 2.37759], [2.87286, -4.22016, 0.09752], [1.25446, -3.77313, -0.51169], [1.61824, -3.61363, 1.21034], [4.10040, -2.55623, -1.29966], [3.33081, -0.95320, -1.49759], [2.50592, -2.40079, -2.08005], [3.78554, -0.75711, 0.78693], [4.21803, -2.42881, 1.16148], [4.40996, -2.09493, 3.55283], [3.30640, -1.70069, 5.73706], [0.92923, -0.95842, 5.78390], [-0.30206, -0.67466, 3.69595], [-2.26709, 3.89775, -0.03939], [-3.00297, 2.89504, -1.24818], [-4.06268, 3.16660, -2.11060], [-4.44601, 2.18065, -3.00162], [-3.78447, 0.94555, -3.03665], [-2.73051, 0.67879, -2.18561], [-2.34014, 1.66921, -1.28516], [-1.30042, 1.54237, -0.37673], [-1.13511, 2.60829, 0.33798], [-0.07130, 2.75284, 1.35475], [0.02011, 3.94170, 2.08981], [1.09545, 4.13434, 2.93574], [2.07045, 3.13725, 3.01210], [1.92904, 1.95521, 2.29898], [0.83864, 1.68520, 1.45009], [-4.56562, 4.12533, -2.09304], [-5.26290, 2.36988, -3.68666], [-4.09942, 0.19068, -3.74593], [-2.19379, -0.26268, -2.20790], [-0.73474, 4.71829, 1.99626], [1.18449, 5.04492, 3.51624], [2.93748, 3.28406, 3.64841], [2.69501, 1.19516, 2.43327], [-4.70982, 0.22301, 5.35233], [-3.84280, 0.35629, 4.31316], [-3.13657, 1.50920, 4.24257], [-3.74056, -0.62511, 3.45297], [-2.78173, -0.38794, 2.56008], [-1.96968, -0.07493, 1.80427], [-5.07319, 1.05261, 5.78552], [-5.33397, -0.56231, 5.27930], [-3.03543, 2.07724, 5.06431], [-2.37954, 1.54828, 3.57030]], "forces_ev_per_a": [[-0.381, -0.350, -0.797], [-0.012, -0.103, -0.003], [0.024, 0.073, -0.054], [0.297, 0.307, -0.110], [0.000, 0.104, 0.030], [-0.246, -0.092, 0.104], [-0.003, 0.015, -0.024], [0.176, 0.063, -0.227], [-0.077, -0.087, 0.122], [-0.165, 0.196, -0.178], [-0.244, -0.389, 0.091], [0.203, -0.017, 0.163], [-0.057, 0.021, -0.057], [-0.006, 0.012, 0.020], [0.015, -0.044, 0.044], [-0.016, -0.060, 0.007], [0.059, 0.077, -0.009], [0.020, -0.020, -0.008], [-0.032, 0.009, -0.007], [0.008, 0.015, 0.022], [0.004, 0.000, -0.001], [0.034, -0.004, -0.024], [-0.008, 0.021, 0.007], [-0.037, -0.002, 0.007], [0.008, 0.010, -0.005], [0.002, 0.001, 0.000], [-0.021, -0.004, -0.008], [0.006, -0.003, 0.000], [0.020, -0.002, -0.004], [0.007, -0.050, -0.099], [-0.171, 0.251, 0.291], [-0.013, -0.062, -0.069], [0.111, -0.024, 0.002], [0.129, -0.036, -0.093], [-0.042, 0.054, 0.007], [-0.067, 0.021, -0.055], [0.134, -0.093, -0.098], [0.048, -0.063, 0.185], [-0.044, 0.101, 0.597], [0.010, 0.007, 0.023], [0.046, -0.017, -0.029], [-0.023, 0.017, -0.006], [0.005, -0.034, -0.004], [0.035, -0.019, 0.027], [0.015, 0.025, 0.013], [-0.001, 0.020, 0.031], [0.020, -0.004, -0.056], [-0.009, -0.017, 0.009], [0.001, 0.008, 0.002], [0.003, -0.024, 0.010], [-0.010, -0.021, 0.020], [-0.059, 0.112, 0.029], [-0.106, 0.135, -0.069], [0.034, 0.002, 0.013], [0.046, -0.043, 0.017], [-0.007, 0.044, 0.031], [-0.044, -0.020, -0.054], [0.239, -0.232, 0.168], [0.119, -0.085, -0.206], [0.111, -0.052, 0.159], [-0.291, 0.035, -0.417], [0.049, 0.057, 0.032], [0.015, -0.088, -0.022], [-0.033, 0.042, -0.024], [-0.078, 0.012, 0.107], [0.042, 0.345, 0.388], [-0.003, -0.015, 0.015], [-0.004, 0.000, 0.005], [0.000, 0.014, -0.004], [-0.005, 0.019, -0.005], [0.006, -0.004, -0.014], [0.012, 0.006, -0.008], [-0.005, 0.003, 0.011], [-0.032, -0.013, 0.026], [-0.022, -0.063, 0.000], [0.128, 0.157, 0.046], [-0.045, -0.059, 0.076], [0.217, 0.135, -0.017], [-0.338, 0.004, -0.086], [0.330, -0.319, -0.030], [-0.031, 0.010, -0.016], [-0.009, 0.003, 0.011], [0.009, 0.003, 0.023], [0.001, 0.067, 0.008]], "lowdin_charge": [1.437, -0.035, -0.503, -0.172, -0.075, -0.369, -0.052, -0.052, 0.053, -0.514, -0.173, -0.140, -0.041, -0.104, -0.118, -0.095, -0.024, 0.074, 0.068, 0.076, 0.083, 0.061, 0.073, 0.066, 0.103, 0.091, 0.088, 0.094, 0.112, -0.080, -0.301, -0.100, -0.186, -0.292, -0.077, -0.125, -0.123, -0.146, -0.200, 0.089, 0.065, 0.088, 0.086, 0.078, 0.070, 0.126, 0.117, 0.096, 0.082, 0.082, 0.055, 1.079, -0.474, -0.105, -0.107, -0.084, 0.004, -0.291, 0.030, -0.527, -0.287, -0.103, -0.122, -0.105, -0.118, -0.142, 0.099, 0.093, 0.098, 0.101, 0.071, 0.086, 0.090, 0.082, 0.146, -0.513, 0.183, 0.121, -0.298, 0.181, 0.097, 0.103, 0.108, 0.094], "energy_ha": -2418.68585, "charge": -1, "gap_ha": 0.2211, "relative_energy_kj_mol": 57.7, "homo_energy_ev": -3.9550}